(1)
{"formula": "C22H23F3N3S4Se2Ti", "method": "ωB97M-V/def2-TZVPD", "symbols": ["Ti", "C", "C", "S", "C", "C", "S", "C", "C", "S", "H", "H", "H", "H", "H", "H", "H", "H", "H", "H", "H", "H", "F", "C", "F", "F", "C", "C", "C", "C", "N", "C", "S", "H", "H", "H", "Se", "Se", "C", "C", "C", "C", "C", "N", "C", "C", "C", "C", "C", "N", "H", "H", "H", "H", "H", "H", "H", "H"], "positions_angstrom": [[0.07213, -0.84723, 1.26498], [-0.73666, 4.85523, 0.97222], [0.47117, 3.93927, 0.80429], [0.20536, 2.29102, 0.10089], [-0.43824, 2.60537, -1.56515], [-1.91367, 2.99362, -1.66573], [-2.99514, 1.88671, -0.72268], [-4.10842, 3.03465, 0.14852], [-3.52548, 4.31883, 0.73332], [-2.13003, 4.12691, 1.88547], [-1.09315, 5.21853, 0.01105], [-0.40412, 5.73083, 1.53177], [0.91385, 3.71786, 1.77742], [1.22991, 4.45073, 0.20898], [-0.26745, 1.66483, -2.08973], [0.18012, 3.35966, -2.05617], [-2.20806, 2.98891, -2.71574], [-2.05842, 3.99986, -1.29104], [-4.51633, 2.41722, 0.94938], [-4.93128, 3.30225, -0.51547], [-4.32312, 4.80790, 1.29306], [-3.23148, 5.02174, -0.04457], [4.43548, -3.68434, 1.43416], [4.18435, -3.67090, 0.11503], [5.34262, -3.88970, -0.52249], [3.36835, -4.69867, -0.15350], [3.57488, -2.35717, -0.30601], [4.18912, -1.55036, -1.24370], [3.60688, -0.33922, -1.59429], [2.42905, 0.03095, -0.98698], [1.81601, -0.75186, -0.08714], [2.36680, -1.93665, 0.25221], [1.34095, -2.78638, 1.37592], [5.12000, -1.86626, -1.69452], [4.07152, 0.31164, -2.32019], [1.96101, 0.98268, -1.19172], [-1.61825, -2.70437, 2.04602], [-1.57136, 0.54990, 2.69913], [0.03043, 0.57967, 3.69461], [0.22728, 1.11312, 4.96329], [1.49185, 1.03899, 5.51385], [2.52963, 0.42719, 4.80962], [2.26023, -0.09569, 3.56824], [1.03740, -0.00710, 3.02185], [-2.04742, -2.34093, 0.24756], [-3.08112, -2.92154, -0.48052], [-3.24082, -2.56041, -1.80083], [-2.36957, -1.63752, -2.38390], [-1.38027, -1.09488, -1.60766], [-1.22946, -1.42700, -0.31296], [-0.60058, 1.56791, 5.48778], [1.67764, 1.44907, 6.49825], [3.52213, 0.34974, 5.22848], [3.01610, -0.60705, 2.98622], [-3.72970, -3.64335, -0.00527], [-4.03561, -2.99894, -2.38992], [-2.46843, -1.35195, -3.42073], [-0.66882, -0.38853, -2.01098]], "atomic_forces_ev_per_a": [[-0.59, -0.08, 0.57], [-0.11, -0.05, 0.10], [0.01, -0.12, 0.05], [-0.09, 0.14, -0.24], [0.02, 0.01, 0.15], [-0.07, -0.09, 0.06], [0.00, 0.05, 0.07], [0.11, -0.04, -0.06], [0.08, -0.06, 0.06], [-0.02, 0.02, -0.10], [0.01, 0.00, -0.02], [0.04, 0.02, -0.04], [0.00, 0.04, 0.01], [0.03, -0.01, 0.02], [0.01, 0.02, -0.09], [0.02, 0.00, 0.00], [0.03, 0.03, -0.02], [0.00, 0.05, -0.06], [-0.04, 0.01, 0.00], [-0.03, 0.01, 0.03], [-0.02, 0.01, -0.01], [-0.03, 0.02, 0.00], [0.00, -0.01, -0.06], [0.04, -0.03, -0.01], [-0.08, 0.00, 0.06], [0.04, 0.04, 0.01], [0.01, -0.02, 0.02], [-0.01, -0.06, 0.04], [0.02, 0.05, -0.05], [0.00, 0.01, 0.00], [0.04, 0.05, 0.03], [-0.01, 0.14, -0.03], [0.20, -0.21, 0.00], [0.00, 0.00, 0.00], [-0.02, 0.01, 0.01], [-0.01, 0.00, 0.01], [-0.12, 0.06, -0.16], [0.22, -0.08, -0.13], [-0.07, 0.01, -0.26], [0.10, 0.02, 0.10], [-0.11, 0.02, -0.02], [0.08, -0.03, -0.02], [0.02, 0.01, 0.04], [0.04, -0.10, -0.24], [0.24, 0.08, 0.29], [-0.13, -0.04, -0.18], [-0.03, -0.07, 0.13], [0.06, 0.06, -0.05], [-0.03, -0.02, -0.09], [0.10, 0.11, 0.04], [0.01, 0.00, 0.01], [-0.01, 0.00, -0.01], [-0.01, -0.01, -0.01], [-0.01, -0.01, -0.02], [0.00, 0.00, 0.00], [0.00, -0.01, 0.01], [0.02, 0.01, 0.01], [0.02, 0.03, 0.02]], "mulliken_charge": [-0.434, -0.760, -1.038, 0.372, -1.074, -0.826, 0.051, -0.742, -0.901, 0.003, 0.343, 0.501, 0.410, 0.469, 0.310, 0.641, 0.549, 0.160, 0.411, 0.389, 0.470, 0.450, -0.213, 0.612, -0.295, -0.208, -0.054, -0.256, -0.973, -0.330, 0.341, 0.824, -0.345, 0.559, 0.463, 0.280, -0.213, -0.247, 0.540, -0.906, -0.124, -0.967, -0.153, 0.407, 0.518, -0.826, -0.218, -0.940, -0.292, 0.659, 0.485, 0.432, 0.430, 0.450, 0.475, 0.431, 0.466, 0.439], "homo_energy_ev": -9.93, "mol_weight_g_mol": 720.50, "total_charge": 1, "relative_energy_kj_mol": 0.0}

---

(2)
{"formula": "C22H23F6NO6", "method": "ωB97M-V/def2-TZVPD", "symbols": ["H", "N", "C", "C", "C", "C", "C", "C", "O", "C", "C", "C", "C", "C", "C", "C", "C", "O", "H", "H", "H", "H", "H", "H", "H", "H", "H", "H", "H", "H", "C", "C", "O", "C", "O", "C", "F", "F", "F", "H", "H", "H", "H", "H", "C", "C", "O", "C", "O", "C", "F", "F", "F", "H", "H", "H", "H", "H"], "positions_angstrom": [[-4.63017, 1.20993, -1.94211], [-4.99174, 1.90607, -1.28651], [-5.00179, 1.45589, -0.10339], [-5.52872, 2.28784, 1.03693], [-4.52202, 0.02753, 0.25564], [-3.09863, -0.14400, -0.24253], [-2.04803, 0.41071, 0.33864], [-0.70560, 0.18452, -0.30308], [0.30563, 0.02236, 0.35140], [-0.74209, 0.12902, -1.81241], [0.25240, 0.64485, -2.62749], [1.46294, 1.34147, -2.03257], [0.11142, 0.53433, -3.98964], [-0.96378, -0.06708, -4.57874], [-1.95736, -0.57888, -3.76879], [-1.84717, -0.46437, -2.42029], [-2.92353, -0.97202, -1.49606], [-3.58005, -1.97315, -1.71129], [-4.73832, 2.43953, 1.77810], [-5.93560, 3.22710, 0.66617], [-6.33721, 1.73015, 1.52421], [-5.16906, -0.63924, -0.32187], [-4.63128, -0.16464, 1.32292], [-2.10674, 1.02659, 1.23062], [2.33000, 0.69228, -2.17553], [1.33761, 1.60391, -0.98794], [1.61263, 2.27493, -2.58495], [0.86171, 0.94793, -4.65741], [-1.08022, -0.14281, -5.65213], [-2.84156, -1.07379, -4.15689], [3.03857, 1.84989, 3.06620], [4.46959, 2.25440, 2.78660], [4.52709, 3.28071, 1.77841], [4.32123, 4.52252, 2.19843], [4.09360, 4.85413, 3.32290], [4.46165, 5.49865, 1.02241], [3.83060, 5.05172, -0.07109], [5.75129, 5.67013, 0.70130], [3.95639, 6.69255, 1.31762], [2.53770, 1.55215, 2.14367], [3.00556, 1.01862, 3.76972], [2.47119, 2.68063, 3.48638], [5.02608, 1.40829, 2.38798], [4.97997, 2.58006, 3.69240], [-0.11063, -3.49566, -0.77540], [0.83304, -3.37255, 0.40235], [0.69480, -4.50023, 1.28906], [1.35905, -5.59542, 0.94587], [2.04822, -5.72459, -0.02146], [1.15188, -6.68374, 2.00808], [-0.12948, -6.77360, 2.38364], [1.87545, -6.41778, 3.10527], [1.52371, -7.87939, 1.55963], [-1.13781, -3.62829, -0.43054], [-0.05894, -2.60354, -1.39999], [0.13752, -4.36195, -1.38895], [0.58151, -2.49094, 0.98807], [1.86749, -3.26378, 0.07846]], "atomic_forces_ev_per_a": [[0.01, 0.07, -0.03], [-0.05, 0.04, 0.10], [0.01, -0.29, 0.25], [-0.13, -0.35, -0.29], [-0.03, 0.55, -0.64], [-1.18, -0.33, 0.10], [0.92, 0.02, -0.48], [-0.13, 0.00, 0.06], [-0.33, 0.21, -0.20], [-0.01, 0.04, 0.14], [0.75, 0.35, 1.55], [-0.30, 0.14, -0.77], [0.70, 0.44, -1.22], [-0.70, -0.37, -0.27], [-0.77, -0.57, -0.65], [-0.52, -0.27, 1.68], [0.31, -0.32, -0.14], [0.16, 0.86, 0.05], [-0.11, 0.12, -0.03], [0.21, 0.02, 0.08], [0.12, 0.07, 0.06], [0.05, -0.20, 0.36], [0.08, -0.07, -0.09], [0.08, -0.25, 0.08], [0.09, 0.22, 0.23], [0.09, -0.22, -0.01], [0.22, -0.16, 0.00], [0.13, 0.07, 0.26], [0.22, 0.09, 0.00], [0.12, 0.05, -0.15], [-0.23, 0.26, -0.14], [-0.09, -0.56, 0.36], [0.15, 0.19, -0.21], [0.06, -0.61, 0.33], [-0.04, 0.33, -0.06], [-0.04, 0.49, -0.55], [-0.03, -0.14, 0.09], [0.06, -0.15, 0.14], [-0.03, -0.09, 0.21], [0.07, -0.13, 0.02], [0.05, -0.01, -0.02], [0.07, -0.01, 0.10], [0.04, 0.15, -0.23], [-0.05, 0.23, -0.07], [-0.08, -0.31, 0.00], [-0.14, 0.57, -0.37], [0.08, -0.17, 0.26], [-0.03, 0.65, -0.26], [0.09, -0.33, 0.05], [-0.17, -0.58, 0.42], [-0.02, 0.13, -0.10], [0.07, 0.18, -0.08], [0.08, 0.12, -0.18], [0.00, 0.12, 0.02], [0.04, 0.01, 0.03], [0.08, 0.06, -0.04], [-0.02, -0.16, 0.21], [0.02, -0.24, 0.04]], "mulliken_charge": [0.276, -0.795, 0.890, -1.196, -1.321, 0.365, -0.513, -0.009, -0.576, 0.079, 1.367, -1.795, -0.530, -0.787, -0.728, 0.818, 0.447, -0.589, 0.270, 0.364, 0.313, 0.334, 0.440, 0.478, 0.312, 0.296, 0.434, 0.430, 0.425, 0.503, -0.930, -0.263, -0.308, 0.344, -0.513, 0.902, -0.235, -0.256, -0.243, 0.152, 0.380, 0.323, 0.325, 0.334, -0.867, -0.165, -0.357, 0.329, -0.509, 0.906, -0.246, -0.253, -0.243, 0.298, 0.113, 0.450, 0.233, 0.302], "smiles": "[H]/N=C(/C)CC1=CC(=O)c2c(C)cccc2C1=O.CCOC(=O)C(F)(F)F.CCOC(=O)C(F)(F)F", "homo_energy_ev": -10.01, "mol_weight_g_mol": 511.41, "relative_energy_kj_mol": 0.0}

---

(3)
{"formula": "C22H23N3O2", "method": "ωB97M-V/def2-TZVPD", "symbols": ["C", "C", "C", "C", "C", "O", "N", "C", "C", "N", "C", "C", "C", "C", "C", "C", "C", "C", "C", "C", "C", "C", "C", "C", "C", "N", "O", "H", "H", "H", "H", "H", "H", "H", "H", "H", "H", "H", "H", "H", "H", "H", "H", "H", "H", "H", "H", "H", "H", "H"], "positions_angstrom": [[0.23950, 0.16680, -6.91359], [0.27771, -0.23852, -5.48865], [0.04536, -1.42809, -4.86072], [0.25387, -1.14152, -3.48586], [0.01537, -2.13665, -2.40481], [-0.77922, -3.04052, -2.61383], [0.71700, -2.04652, -1.25764], [1.61768, -0.98878, -0.85975], [1.21485, -0.48428, 0.54218], [-0.20089, -0.72609, 0.70318], [-0.91311, 0.13808, 1.63616], [-0.96264, 1.55920, 1.11365], [-0.81232, 1.81957, -0.24308], [-0.88468, 3.11622, -0.72000], [-1.12230, 4.16769, 0.14852], [-1.29896, 3.91249, 1.49762], [-1.22218, 2.61671, 1.97698], [-0.36303, 0.02734, 3.04491], [-0.95204, -0.84970, 3.94855], [-0.41378, -1.03693, 5.20994], [0.72524, -0.34747, 5.58683], [1.31594, 0.53470, 4.69783], [0.77795, 0.71942, 3.43700], [-0.47478, -2.13945, 0.85964], [0.37049, -2.92316, -0.16145], [0.57314, 0.12179, -3.33564], [0.59075, 0.68590, -4.56474], [-0.02462, -0.68586, -7.53115], [-0.49379, 0.95877, -7.05761], [1.21137, 0.55017, -7.22075], [-0.23434, -2.37000, -5.28009], [1.55544, -0.17904, -1.58384], [2.64340, -1.37944, -0.83717], [1.81081, -0.98962, 1.32209], [1.40760, 0.58571, 0.60586], [-1.94857, -0.23415, 1.64640], [-0.63923, 1.00295, -0.92624], [-0.75584, 3.30199, -1.77606], [-1.17709, 5.18039, -0.22348], [-1.49819, 4.72497, 2.18146], [-1.36623, 2.42555, 3.03099], [-1.84804, -1.38508, 3.66523], [-0.88617, -1.72164, 5.89935], [1.14746, -0.49193, 6.57038], [2.20041, 1.08319, 4.98791], [1.23919, 1.42184, 2.75838], [-0.24842, -2.50757, 1.87643], [-1.53916, -2.29566, 0.66286], [-0.18805, -3.77060, -0.55919], [1.29713, -3.28316, 0.29501]], "atomic_forces_ev_per_a": [[0.07, 0.21, 0.19], [-0.20, -1.00, 0.25], [0.16, 0.63, -0.16], [-0.04, 0.62, -0.89], [0.17, -0.16, 0.46], [-0.16, 0.05, -0.26], [0.02, -0.21, -0.01], [0.29, 0.33, 0.00], [0.10, -0.13, -0.07], [-0.13, 0.05, 0.01], [-0.04, -0.11, -0.06], [-0.06, 0.05, -0.01], [-0.01, -0.01, 0.04], [-0.01, 0.07, -0.07], [-0.01, 0.09, -0.04], [-0.05, 0.08, 0.06], [-0.02, -0.01, -0.02], [-0.13, -0.09, 0.06], [0.01, 0.09, -0.08], [0.01, -0.07, 0.13], [-0.01, -0.04, 0.09], [0.10, 0.04, -0.01], [0.00, -0.02, 0.01], [-0.07, -0.09, 0.01], [-0.19, -0.23, 0.05], [-0.07, -0.27, 0.93], [-0.05, 0.14, -0.64], [-0.01, -0.02, -0.03], [-0.04, 0.02, -0.07], [0.03, 0.00, -0.08], [-0.09, -0.19, -0.14], [0.14, -0.14, 0.27], [-0.05, 0.09, -0.01], [-0.03, 0.12, -0.03], [0.08, -0.03, 0.03], [0.14, -0.01, 0.05], [0.04, -0.07, -0.07], [0.02, 0.01, -0.10], [0.00, 0.08, -0.03], [-0.02, 0.06, 0.05], [0.02, 0.01, 0.07], [-0.08, -0.04, -0.06], [-0.03, -0.05, 0.06], [0.03, -0.01, 0.08], [0.07, 0.04, 0.02], [0.03, 0.07, -0.06], [-0.03, 0.01, -0.10], [0.01, -0.05, 0.07], [0.14, 0.06, 0.13], [-0.04, 0.01, -0.04]], "mulliken_charge": [-1.231, 0.560, -0.947, 0.667, 0.769, -0.707, 0.176, -1.324, -0.589, 0.409, -0.095, 0.142, -0.616, -0.723, -0.464, -0.746, -0.460, 0.054, -0.300, -0.797, -0.385, -1.040, 0.177, -0.461, -1.212, -0.159, -0.316, 0.326, 0.308, 0.310, 0.403, 0.704, 0.210, 0.337, 0.453, 0.752, 0.498, 0.456, 0.389, 0.397, 0.458, 0.405, 0.395, 0.398, 0.381, 0.443, 0.343, 0.419, 0.477, 0.354], "smiles": "Cc1cc(C(=O)N2CCN(C(c3ccccc3)c3ccccc3)CC2)no1", "homo_energy_ev": -8.52, "mol_weight_g_mol": 361.44, "relative_energy_kj_mol": 287.8}

---

(4)
{"formula": "C22H23N3O2", "method": "ωB97M-V/def2-TZVPD", "symbols": ["O", "C", "C", "C", "C", "N", "N", "C", "C", "C", "C", "C", "C", "C", "C", "C", "C", "C", "C", "C", "C", "O", "N", "C", "C", "C", "C", "H", "H", "H", "H", "H", "H", "H", "H", "H", "H", "H", "H", "H", "H", "H", "H", "H", "H", "H", "H", "H", "H", "H"], "positions_angstrom": [[-3.84093, -2.90974, -0.32242], [-3.55435, -1.87503, -0.88451], [-4.61382, -0.89837, -1.38157], [-5.06424, -0.01096, -0.21374], [-3.97084, 0.85607, 0.28329], [-3.67153, 1.12064, 1.50899], [-2.63980, 1.99274, 1.49252], [-2.35394, 2.22168, 0.25607], [-1.28095, 3.09187, -0.28426], [0.03473, 2.35015, -0.25357], [0.66916, 2.12052, 0.96131], [1.86881, 1.43796, 1.00628], [2.46649, 0.96861, -0.16281], [3.74935, 0.25163, -0.11822], [3.99671, -0.70337, 0.86457], [5.20371, -1.37590, 0.90398], [6.18531, -1.10018, -0.03308], [5.95106, -0.15007, -1.01299], [4.74189, 0.51841, -1.05829], [1.82043, 1.19363, -1.37554], [0.61551, 1.87156, -1.41905], [-3.16226, 1.52506, -0.57996], [-2.28236, -1.48572, -1.11806], [-1.14587, -2.19115, -0.55788], [-0.46402, -1.36288, 0.50622], [-1.17273, -1.13950, 1.80906], [0.03816, -2.01608, 1.75831], [-4.23284, -0.28528, -2.19937], [-5.46975, -1.47491, -1.73253], [-5.89308, 0.62529, -0.53894], [-5.40665, -0.62447, 0.61991], [-1.53736, 3.37783, -1.30520], [-1.21598, 3.98210, 0.34309], [0.20915, 2.47810, 1.87019], [2.36082, 1.28254, 1.95477], [3.22934, -0.93377, 1.58873], [5.37919, -2.11883, 1.66825], [7.12947, -1.62321, 0.00040], [6.71504, 0.07233, -1.74375], [4.57079, 1.27105, -1.81445], [2.25555, 0.81723, -2.28972], [0.12793, 2.03345, -2.37065], [-2.10174, -0.57860, -1.51869], [-1.54461, -3.11426, -0.13183], [-0.44385, -2.43841, -1.36205], [0.11882, -0.53935, 0.11218], [-2.13537, -1.60949, 1.94152], [-1.09698, -0.17098, 2.27893], [0.95633, -1.64879, 2.18996], [-0.09789, -3.08112, 1.86461]], "atomic_forces_ev_per_a": [[-0.26, -0.33, 0.32], [-0.12, 0.37, -0.56], [-0.05, -0.17, 0.25], [0.00, 0.07, -0.35], [-0.06, 0.01, 0.62], [-1.04, -0.96, -0.15], [1.04, 1.01, -0.27], [-0.21, 0.12, 0.50], [0.05, -0.22, -0.06], [0.10, 0.08, -0.13], [-0.02, 0.00, -0.09], [0.00, -0.02, -0.07], [-0.25, 0.12, -0.06], [0.25, -0.13, 0.01], [-0.04, 0.06, -0.04], [0.07, -0.05, 0.06], [0.07, -0.04, 0.00], [0.08, -0.03, -0.06], [-0.07, 0.00, 0.04], [0.09, -0.07, 0.09], [-0.05, 0.09, 0.06], [-0.04, 0.03, -0.17], [0.37, 0.12, -0.17], [0.11, -0.04, 0.23], [-0.06, -0.09, -0.20], [-0.11, 0.10, 0.02], [0.19, -0.05, 0.00], [-0.04, -0.01, -0.02], [0.11, 0.00, -0.03], [-0.01, -0.06, 0.05], [0.01, 0.08, -0.02], [0.03, 0.09, 0.07], [-0.09, -0.01, -0.09], [-0.04, 0.04, 0.14], [0.06, -0.01, 0.10], [-0.09, -0.02, 0.06], [0.01, -0.06, 0.05], [0.07, -0.04, 0.00], [0.06, 0.02, -0.05], [-0.02, 0.07, -0.06], [0.05, -0.04, -0.08], [-0.06, 0.04, -0.09], [-0.18, -0.05, 0.01], [0.11, 0.04, -0.08], [-0.06, -0.07, 0.12], [0.05, 0.07, 0.10], [-0.09, -0.11, -0.03], [0.07, 0.08, 0.00], [0.08, 0.08, 0.04], [-0.06, -0.12, -0.03]], "mulliken_charge": [-0.664, 0.547, -0.781, -0.472, 0.533, -0.592, -0.410, 1.040, -1.573, 0.783, -0.443, -0.557, 0.751, 0.032, -0.237, -0.720, -0.368, -0.701, -0.325, -0.839, -0.655, -0.309, -0.041, -1.389, 1.449, -0.692, -0.467, 0.355, 0.366, 0.303, 0.293, 0.383, 0.419, 0.400, 0.560, 0.231, 0.401, 0.378, 0.387, 0.473, 0.490, 0.367, 0.239, 0.453, 0.300, -0.634, 0.178, 0.296, 0.189, 0.274], "smiles": "O=C(CCc1nnc(Cc2ccc(-c3ccccc3)cc2)o1)NCC1CC1", "homo_energy_ev": -8.80, "mol_weight_g_mol": 361.44, "relative_energy_kj_mol": 193.1}